No. 1
Formula: C36H75BrN10O8P4
Source: the OMol25 dataset
Level of theory: wB97M-V/def2-TZVPD

XYZ file:
```
134
C36H75BrN10O8P4 | the OMol25 dataset | wB97M-V/def2-TZVPD
C -1.7759 -7.4378 8.5760
C -3.0118 -7.9591 7.7904
C -2.8162 -9.4472 7.3531
C -3.1320 -9.6904 5.8395
C -1.8979 -10.1466 5.0101
C -1.4204 -9.0740 3.9875
C -2.5865 -8.7702 3.0004
C -2.1383 -8.5048 1.5450
C -1.7718 -7.0621 1.2364
C -0.4925 -6.8050 0.7464
C -0.0410 -5.5482 0.3967
P 1.6125 -5.1989 -0.3037
O 2.6860 -6.2721 0.3429
Br 2.2647 -3.1668 0.4747
C -0.9027 -4.4595 0.5449
C -2.1667 -4.6713 1.0301
C -2.6155 -5.9594 1.3692
C -4.0325 -6.1113 1.8456
O -4.6819 -7.1356 1.8276
C -4.7175 -4.8494 2.3494
O -5.8486 -4.9503 3.1387
N -6.9670 -4.3805 2.4343
O -7.5823 -3.6959 3.1345
C -4.2842 -3.6313 2.0348
C -3.0653 -3.4621 1.1870
O -2.7888 -2.3953 0.6775
H -1.8811 -7.5988 9.6553
H -1.6253 -6.3629 8.4154
H -0.8625 -7.9629 8.2673
H -3.8667 -7.9006 8.4744
H -3.2202 -7.3353 6.9141
H -1.8148 -9.8125 7.6101
H -3.5249 -10.0488 7.9398
H -3.8529 -10.5191 5.8159
H -3.6472 -8.8149 5.4306
H -1.0779 -10.3951 5.6935
H -2.1972 -11.0312 4.4287
H -1.2730 -8.1650 4.5930
H -0.5000 -9.3955 3.4895
H -3.2016 -7.9834 3.4356
H -3.2223 -9.6692 2.9752
H -2.9358 -8.8058 0.8559
H -1.2538 -9.1242 1.3476
H 0.1986 -7.6413 0.6279
H 3.4345 -6.2644 -0.2687
H -0.6007 -3.4526 0.2630
H -4.8177 -2.7501 2.3881
C -1.8762 3.4628 -0.7784
N -1.0685 2.7820 -1.7723
C 0.1110 3.5961 -2.0573
P -1.6506 1.8472 -3.1140
O -0.4282 0.9783 -3.2919
N -2.6937 0.5701 -2.5617
C -3.1908 0.5045 -1.2007
C -2.3410 -0.7769 -3.0019
N -3.0491 2.8919 -3.3397
C -4.2637 2.2934 -3.9320
C -2.6852 4.0196 -4.2423
H -2.4077 4.3387 -1.1767
H -1.2372 3.8136 0.0367
H -2.6017 2.8114 -0.3025
H -0.1520 4.5635 -2.5095
H 0.7877 3.0812 -2.7393
H 0.6742 3.7955 -1.1418
H -2.3763 0.4420 -0.4682
H -3.8356 -0.3664 -1.0652
H -3.8342 1.3575 -0.9703
H -1.5325 -1.2091 -2.4002
H -2.0304 -0.7809 -4.0451
H -3.2102 -1.4370 -2.9282
H -4.0465 1.7372 -4.8466
H -4.9840 3.0802 -4.1704
H -4.7724 1.6341 -3.2356
H -2.4357 3.6665 -5.2465
H -1.8240 4.5710 -3.8613
H -3.5024 4.7365 -4.3182
C 5.6465 -0.9937 -0.0799
N 6.3439 -1.3978 1.1281
C 5.4110 -2.1270 1.9852
P 7.5563 -0.4942 1.9739
O 8.2438 -1.6606 2.6424
N 8.8769 -0.1011 0.9116
C 8.8012 -0.2867 -0.5243
C 10.2048 -0.4968 1.3725
N 6.7942 1.0495 1.5927
C 7.6628 2.2428 1.5068
C 5.7833 1.3760 2.6350
H 4.9376 -0.1705 0.0824
H 5.0768 -1.8385 -0.4750
H 6.3183 -0.7110 -0.8836
H 4.5807 -1.4914 2.3262
H 5.9117 -2.5233 2.8690
H 4.9817 -2.9806 1.4578
H 8.6185 -1.3345 -0.7969
H 9.7314 0.0325 -1.0007
H 8.0331 0.3503 -0.9683
H 10.4050 -1.5594 1.1906
H 10.3253 -0.3042 2.4367
H 10.9724 0.0876 0.8569
H 8.3169 2.3414 2.3761
H 7.0476 3.1432 1.4349
H 8.2739 2.2357 0.6100
H 6.2477 1.5306 3.6130
H 5.0497 0.5742 2.7363
H 5.2296 2.2752 2.3659
C -3.1522 9.8854 -3.0768
N -2.4333 8.6829 -3.4575
C -2.4647 7.7433 -2.3373
P -1.0065 8.5972 -4.4407
O -1.1932 7.1819 -4.9325
N -1.2956 9.3552 -5.9784
C -2.4720 10.1614 -6.2402
C -1.0083 8.5383 -7.1550
N -0.3741 10.1161 -3.8101
C 0.5107 10.9105 -4.6894
C 0.4284 9.8509 -2.5845
H -2.6038 10.5100 -2.3589
H -4.1022 9.6127 -2.6102
H -3.4263 10.5027 -3.9254
H -1.9360 8.1316 -1.4554
H -2.0069 6.7915 -2.6090
H -3.4940 7.5267 -2.0417
H -3.4014 9.5912 -6.1109
H -2.4494 10.5501 -7.2610
H -2.4932 11.0518 -5.6083
H -1.8190 7.8339 -7.3759
H -0.0889 7.9710 -7.0250
H -0.8640 9.1770 -8.0308
H 1.3142 10.3086 -5.1195
H 0.9599 11.7280 -4.1201
H -0.0391 11.3852 -5.4956
H 1.3161 9.2521 -2.8054
H -0.1596 9.3140 -1.8377
H 0.7447 10.7855 -2.1218
```

The total energy comes out at -6505.378780 Eh. As for the spin multiplicity: 1. Its SMILES is CCCCCCCCc1cc(P(O)Br)cc2c1C(=O)C(ON=O)=CC2=O.CN(C)P(=O)(N(C)C)N(C)C.CN(C)P(=O)(N(C)C)N(C)C.CN(C)P(=O)(N(C)C)N(C)C. The total charge is 0. As for the HOMO-LUMO gap: 0.23836 hartree.


No. 2
Formula: C36H75NO19P
Source: the OMol25 dataset
Level of theory: wB97M-V/def2-TZVPD

XYZ file:
```
132
C36H75NO19P | the OMol25 dataset | wB97M-V/def2-TZVPD
C -0.6057 -4.0030 -1.9188
C -0.6797 -4.8958 -0.5811
C -0.9840 -3.9372 0.6714
O -2.3347 -3.4863 0.7263
P -2.4871 -1.7695 0.4631
C -3.7726 -1.5695 1.8500
C -3.7825 -0.1077 2.5272
O -2.5404 0.2412 3.1768
C -1.6813 0.9980 2.3998
O -1.9649 1.7119 1.4376
C -0.1471 0.9884 2.8539
C 0.6717 -0.2359 2.2627
O -3.7177 -2.1073 -0.7779
N -3.9166 -1.0296 -1.5495
O -3.1192 -0.9825 -2.4477
H 0.0856 -3.1326 -1.6935
H -0.2613 -4.5861 -2.8206
H -1.6520 -3.5728 -2.0433
H -1.5118 -5.6536 -0.6558
H 0.3424 -5.3407 -0.3825
H -0.7991 -4.5096 1.6427
H -0.2062 -3.1155 0.6355
H -1.4397 -1.7946 -0.5471
H -2.6430 -0.3602 0.1685
H -1.4569 -1.5470 1.4463
H -4.8243 -1.7554 1.4367
H -3.6248 -2.3534 2.6591
H -4.1952 0.6639 1.8186
H -4.5556 -0.1984 3.3653
H 0.3180 1.9324 2.4149
H -0.0199 0.9922 3.9827
H 1.7700 -0.2302 2.5206
H 0.5519 -0.3299 1.1333
H 0.2496 -1.2096 2.6816
O 1.0489 -0.7745 -3.3951
C 0.3447 0.1383 -3.7526
O 0.1858 0.3890 -5.0663
C -0.7892 1.3029 -5.5824
C -0.2572 2.7198 -5.6087
C -0.2860 1.0715 -2.7572
H -1.7305 1.2196 -5.0352
H -0.9964 0.9780 -6.6044
H -0.0236 3.0799 -4.6059
H -0.9867 3.3922 -6.0545
H 0.6693 2.7697 -6.1878
H 0.4321 1.8508 -2.4977
H -0.5391 0.5017 -1.8613
H -1.2132 1.5219 -3.1046
O 1.9838 -6.4112 -5.8173
C 2.1733 -5.3087 -6.2667
O 3.1789 -4.5536 -5.7919
C 3.6190 -3.3307 -6.3977
C 2.8085 -2.1489 -5.9056
C 1.2401 -4.7194 -7.2890
H 3.6221 -3.4122 -7.4875
H 4.6604 -3.2034 -6.0951
H 1.7554 -2.2428 -6.1750
H 3.1916 -1.2181 -6.3296
H 2.8501 -2.0821 -4.8170
H 0.3937 -4.2617 -6.7766
H 0.8802 -5.5255 -7.9294
H 1.7125 -3.9920 -7.9460
O 5.1525 -1.2342 2.5672
C 5.1982 -1.1276 1.3646
O 4.4537 -0.2016 0.7443
C 4.5946 0.1464 -0.6432
C 3.7695 -0.7692 -1.5233
C 6.0083 -2.0861 0.5344
H 5.6476 0.1764 -0.9353
H 4.2166 1.1643 -0.7385
H 4.0998 -1.8082 -1.4491
H 3.8357 -0.4600 -2.5681
H 2.7221 -0.7475 -1.2169
H 5.4136 -2.9781 0.3379
H 6.8976 -2.3640 1.1017
H 6.3613 -1.6627 -0.4034
O -2.2822 4.5434 -4.7276
C -3.4851 4.4737 -4.7652
O -4.0985 4.0832 -5.8979
C -5.4929 3.7642 -5.9847
C -6.3223 5.0065 -6.2376
C -4.3226 4.9089 -3.5940
H -5.8245 3.2097 -5.1048
H -5.5948 3.0855 -6.8332
H -6.2365 5.7210 -5.4166
H -7.3756 4.7467 -6.3605
H -5.9782 5.5173 -7.1397
H -4.4786 5.9866 -3.6480
H -3.7817 4.6688 -2.6781
H -5.2811 4.3990 -3.5268
O -0.9942 1.3091 5.7413
C -0.3964 2.0095 6.5160
O 0.9444 1.9149 6.6096
C 1.7649 2.8367 7.3350
C 1.8677 2.4443 8.7946
C -1.1315 2.9255 7.4568
H 1.4173 3.8632 7.1995
H 2.7548 2.7834 6.8782
H 0.8937 2.4698 9.2873
H 2.5419 3.1184 9.3272
H 2.2441 1.4235 8.8887
H -1.4298 2.3633 8.3419
H -2.0225 3.2950 6.9483
H -0.5593 3.8031 7.7513
O 3.7780 3.0925 -0.1491
C 2.9608 3.8456 0.3181
O 2.4536 4.8376 -0.4358
C 1.3338 5.6436 -0.0492
C 1.7749 6.8220 0.7946
C 2.5664 3.7536 1.7662
H 0.5661 5.0407 0.4397
H 0.8923 6.0114 -0.9772
H 2.2372 6.4967 1.7287
H 0.9237 7.4621 1.0352
H 2.5213 7.4148 0.2609
H 3.2850 4.3113 2.3676
H 2.5883 2.7034 2.0612
H 1.5583 4.1087 1.9693
O -1.3270 -3.1457 3.7685
C -0.9949 -3.8122 4.7096
O -0.3696 -4.9934 4.5137
C 0.2488 -5.7535 5.5545
C -0.7540 -6.6613 6.2372
C -1.3513 -3.3987 6.1125
H 0.7734 -5.1031 6.2580
H 1.0133 -6.3634 5.0693
H -1.5468 -6.0900 6.7240
H -0.2617 -7.2804 6.9907
H -1.2362 -7.3136 5.5061
H -2.3590 -3.7461 6.3418
H -1.3256 -2.3095 6.1647
H -0.6545 -3.7597 6.8671
```

The total energy comes out at -3242.236098 Eh. The energy above the lowest of the compared OMol25 structures with the same formula, charge and spin comes out at 99.6 kJ/mol. As for the spin multiplicity: 1. The total charge is -1. As for the HOMO-LUMO gap: 0.22305 hartree.


Computed values of HOMO energy (unit: eV) for the preceding records, in sequence: -7.9 -4.1.
Computed values of max |F| (unit: eV Å⁻¹) for the preceding records, in sequence: 7.45 2.75.